1.
ORCA calculation (the ωB97M-V functional and the def2-TZVPD basis) on 2 unconnected molecules or ions with the total composition C4H12 at a distorted geometry.

ORCA input file:
```
! RIJCOSX wB97M-V def2-TZVPD def2/J DEFGRID3
* xyz 0 1
H -2.81141 -2.07430 0.22115
H 0.08639 1.52800 0.07263
C -1.05851 -2.18408 -0.86631
C 0.81208 1.86544 0.72690
C 2.02726 2.08682 -0.22438
H 1.69336 3.00818 -0.80766
H -1.96510 -0.70679 0.62079
C -1.75524 -1.79385 0.39617
H 1.05333 1.29823 1.55282
H -0.07689 -2.17243 -0.86352
H -1.38031 -1.35337 -1.54796
H 2.91762 2.09198 0.40793
H 0.39319 2.85389 1.14865
H -1.24656 -2.32283 1.08552
H 2.33576 1.24424 -0.91003
H -1.15294 -3.24080 -1.17466
*
```

Calculated values
SMILES: CC.CC
Relative energy (zero: lowest compared OMol25 entry of this formula, charge and spin) in eV: 1.8324
Lowest unoccupied orbital energy in eV: 1.0619
HOMO level in eV: -11.10
Orbital gap in eV: 12.1599
DFT total energy in eV: -4340.696

Atomic partial charges in e from the natural (NBO) method, atoms 1 to 4: 0.202 0.202 -0.601 -0.597

***

2.
ORCA calculation (the ωB97M-V functional and the def2-TZVPD basis) on 2 unconnected molecules or ions with the total composition C6H14N2O at a distorted geometry.

ORCA input file:
```
! RIJCOSX wB97M-V def2-TZVPD def2/J DEFGRID3
* xyz 0 1
H -1.36441 -1.25851 2.18647
O -1.31793 -1.54315 -0.87115
H 3.45378 -0.95214 -2.02527
H 1.00146 -0.57731 -1.32019
C -1.78830 1.10997 -1.12758
C 3.16111 -0.89165 -0.97311
C -0.61362 -1.43982 1.41496
N -1.21957 0.52257 0.07178
H -0.48156 -2.51146 1.28087
C -1.42444 1.29009 1.28392
H -1.71957 0.37961 -1.93717
N 1.83039 0.96478 -0.20025
C 1.90724 -0.10473 -0.84637
H -1.23972 2.00055 -1.40340
H 0.33410 -1.00495 1.73456
H -0.61353 1.10643 1.98808
H -2.37283 1.04496 1.77482
H 2.99704 -1.90353 -0.61829
H -2.83848 1.36287 -0.98279
H 0.82595 1.32622 -0.15234
H 3.96173 -0.42141 -0.39339
C -1.04352 -0.84785 0.08980
H -1.43531 2.34847 1.02605
*
```

Calculated values
SMILES: CC(=O)N(C)C.[H]/N=C/C
Relative energy (zero: lowest compared OMol25 entry of this formula, charge and spin) in eV: 1.3819
Lowest unoccupied orbital energy in eV: 0.8206
HOMO level in eV: -9.20
Orbital gap in eV: 10.0194
DFT total energy in eV: -11476.388

Atomic partial charges in e from the natural (NBO) method, atoms 1 to 4: 0.230 -0.624 0.226 0.156

***

3.
ORCA calculation (the ωB97M-V functional and the def2-TZVPD basis) on 2 unconnected molecules or ions with the total composition C6H14N2O at a distorted geometry.

ORCA input file:
```
! RIJCOSX wB97M-V def2-TZVPD def2/J DEFGRID3
* xyz 0 1
C 0.17663 -0.86877 -0.84444
H -1.85450 2.79797 0.74656
N 0.71999 -2.06630 -0.28573
N -1.98245 -1.34279 0.17746
O -0.65824 1.20394 1.09403
H -0.13379 3.20136 0.95203
H 1.84621 -0.09788 -1.94447
C -0.83635 2.47962 0.52134
H -2.72450 -0.78318 0.57462
H -1.43451 -1.84419 0.86882
H -0.70232 2.42123 -0.56659
H 0.80287 -2.01277 0.72414
H 1.63938 -2.27397 -0.65512
H 2.25520 -0.05086 2.20171
H 0.27222 0.30275 -2.66156
C -1.19584 -0.69292 -0.74589
H 0.55854 -0.51740 2.75632
C 1.19027 0.01863 2.06650
C 0.83856 -0.46954 -2.14449
C 0.67206 0.65433 0.99793
H -1.70688 0.01116 -1.38541
H 1.33229 1.25079 0.37320
H 0.92516 -1.32121 -2.82098
*
```

Calculated values
SMILES: C/C(N)=C/N.C=COC
Relative energy (zero: lowest compared OMol25 entry of this formula, charge and spin) in eV: 3.8615
Lowest unoccupied orbital energy in eV: 0.9741
HOMO level in eV: -7.06
Orbital gap in eV: 8.0295
DFT total energy in eV: -11473.909

Atomic partial charges in e from the natural (NBO) method, atoms 1 to 4: 0.026 0.195 -0.855 -0.796

***

4.
ORCA calculation (the ωB97M-V functional and the def2-TZVPD basis) on a molecular structure, C3H8ClFNO3PS at a distorted geometry.

ORCA input file:
```
! RIJCOSX wB97M-V def2-TZVPD def2/J DEFGRID3
* xyz 0 1
Cl 0.06945 -2.39509 -0.32864
H 1.30410 0.97405 -0.87607
O -2.34886 -1.10558 1.39940
H -0.17528 1.75639 1.20824
H 3.05635 0.56834 0.59960
C 0.14063 -0.64221 0.01543
H 2.38508 -0.97917 1.09588
N -1.08636 0.06890 -0.44453
O -0.48865 2.61269 -0.97702
O -3.58109 0.24821 -0.20162
H -2.28976 2.13159 0.49095
H 0.23477 -0.59021 1.09608
P -1.01529 1.73755 0.07822
H 1.55149 -0.60392 -1.58438
F -2.66268 -1.80735 -0.90467
H 3.39476 -0.88804 -0.32333
C 2.62893 -0.36098 0.23499
S -2.50991 -0.64122 0.06677
C 1.39234 -0.08396 -0.64531
*
```

Calculated values
Lowest unoccupied orbital energy in eV: 0.6830
HOMO level in eV: -11.12
Orbital gap in eV: 11.8054
DFT total energy in eV: -46236.918

Atomic partial charges in e from the natural (NBO) method, atoms 1 to 4: -0.022 0.248 -0.905 -0.086

***

5.
ORCA calculation (the ωB97M-V functional and the def2-TZVPD basis) on 2 unconnected molecules or ions with the total composition C4H12O at a distorted geometry.

ORCA input file:
```
! RIJCOSX wB97M-V def2-TZVPD def2/J DEFGRID3
* xyz 0 1
H -0.40291 -2.09432 -0.02361
C -2.00127 -1.79979 1.41155
H 1.65004 0.09172 -2.03215
H -2.34945 -2.50454 0.85593
H -2.51019 -0.16643 2.56940
C -0.67761 -1.29778 0.80700
C 1.21907 2.14034 -1.40279
H 2.55453 0.45268 -0.64737
H -0.96253 -0.27401 0.35708
H 0.55410 1.97773 -0.49073
H 2.97442 1.19040 -2.22526
H 0.53031 2.41084 -2.19977
H 1.76207 2.95544 -1.02300
H -1.92215 -2.18690 2.42723
C 2.13840 0.83391 -1.58610
O -2.71759 -0.54256 1.68105
H 0.16075 -1.18675 1.52153
*
```

Calculated values
SMILES: CCO.CC
Relative energy (zero: lowest compared OMol25 entry of this formula, charge and spin) in eV: 2.1277
Lowest unoccupied orbital energy in eV: 0.9464
HOMO level in eV: -10.18
Orbital gap in eV: 11.1217
DFT total energy in eV: -6387.993

Atomic partial charges in e from the natural (NBO) method, atoms 1 to 4: 0.197 -0.054 0.196 0.170

***

6.
ORCA calculation (the ωB97M-V functional and the def2-TZVPD basis) on a molecular structure, C21H14Br2N2O2S2Ta.

ORCA input file:
```
! RIJCOSX wB97M-V def2-TZVPD def2/J DEFGRID3
* xyz 1 1
C -0.01094 3.02808 4.67433
S 0.69952 -2.61528 -3.54062
H -1.34110 -4.59285 -4.69325
O 0.73368 2.32324 -0.91190
C -0.74048 2.59987 3.53979
C 0.59365 -1.42899 -2.31818
H -0.02016 3.42507 -3.42541
H 3.04729 1.79049 3.91567
Br 2.14723 0.61684 1.33412
C -0.28062 2.34980 -1.61964
C -2.09998 2.76288 -3.07670
H -4.60529 -3.51305 -2.13798
C -1.74628 -3.98505 -3.89645
H -2.95286 3.39001 -2.81950
C -2.81826 -2.40304 -1.80512
H -0.83002 4.33120 -2.15778
O -3.15886 0.67256 -2.35393
Ta -0.01402 0.13600 -0.19694
C -3.57827 -3.36309 -2.43950
H -2.15428 2.56541 -4.14593
C -0.97328 -3.02366 -3.25363
H -2.63526 3.39886 4.19361
H 1.86356 3.08052 5.68173
H -3.86882 2.59358 2.21827
H -3.22851 -1.78291 -1.02220
C -1.50325 -2.23782 -2.22647
C -0.75841 3.34980 -2.62602
C -2.13383 1.70444 1.29424
Br -0.62552 -1.73729 1.24530
C -2.12672 2.85477 3.40804
C -2.80756 2.40945 2.31484
C -0.08172 1.88298 2.51042
C -2.24368 1.44350 -2.32784
N -1.11540 1.29087 -1.50426
H -3.67615 -4.88452 -3.95049
C 1.99731 2.02296 3.80948
H -0.53174 3.57941 5.44614
C -0.78295 1.43455 1.35024
S 1.84684 -0.35919 -1.70960
C 1.31871 2.75124 4.80842
N -0.57324 -1.32870 -1.72687
C 1.28626 1.62531 2.72034
H -2.73477 1.36905 0.45414
C -3.04995 -4.14310 -3.47401
*
```

Calculated values
Relative energy (zero: lowest compared OMol25 entry of this formula, charge and spin) in eV: 0.0000
Lowest unoccupied orbital energy in eV: -4.5173
HOMO level in eV: -11.35
Orbital gap in eV: 6.8371
DFT total energy in eV: -192384.916

Atomic partial charges in e from the natural (NBO) method, atoms 1 to 4: -0.157 0.535 0.236 -0.587

***

7.
ORCA calculation (the ωB97M-V functional and the def2-TZVPD basis) on 2 unconnected molecules or ions with the total composition C6H14S2.

ORCA input file:
```
! RIJCOSX wB97M-V def2-TZVPD def2/J DEFGRID3
* xyz 0 1
H 0.55124 -1.49112 3.54258
H 0.53380 -2.50372 -0.67645
C 0.49962 -0.91507 2.62048
C -0.75704 0.02390 -0.96298
C 0.97043 -0.16813 -2.72972
H 1.02132 0.90896 -2.84696
H -1.79626 -0.20648 -1.23578
S 0.83346 1.85245 1.39546
H -0.78895 3.37292 2.35494
H -0.69235 -0.24566 0.08956
H -0.56192 3.63103 0.64009
C -0.66662 2.85969 1.40194
C 0.18576 -0.74055 -1.82936
C 0.13452 -2.24159 -1.65799
H 1.34449 -1.10738 1.96685
H -0.65977 1.10133 -1.06860
H 0.67728 -2.75844 -2.44197
H -0.43833 -1.16180 2.12605
H -1.55007 2.24306 1.24232
H -0.92157 -2.52666 -1.65435
H 1.55657 -0.75042 -3.42767
S 0.52439 0.82369 3.15158
*
```

Calculated values
SMILES: C=C(C)C.CSSC
Relative energy (zero: lowest compared OMol25 entry of this formula, charge and spin) in eV: 0.7686
Lowest unoccupied orbital energy in eV: 0.7401
HOMO level in eV: -8.35
Orbital gap in eV: 9.0876
DFT total energy in eV: -28118.935

Atomic partial charges in e from the natural (NBO) method, atoms 1 to 4: 0.230 0.212 -0.740 -0.642

***

8.
ORCA calculation (the ωB97M-V functional and the def2-TZVPD basis) on 2 unconnected molecules or ions with the total composition C5H15NO at a distorted geometry.

ORCA input file:
```
! RIJCOSX wB97M-V def2-TZVPD def2/J DEFGRID3
* xyz 0 1
C -1.25251 -1.68096 1.04452
H 0.93264 -1.64762 1.04428
C 1.64397 0.67012 0.82557
C -0.73995 1.16879 0.36097
H -1.62292 -2.62730 0.66500
H -1.66103 1.02436 0.95239
H 2.72858 -0.03491 -0.93209
H -1.04576 -0.70808 -2.79834
H -2.04167 -0.95889 1.26298
H -0.60280 2.16573 0.79951
N 0.22515 0.30657 1.08270
H 1.27877 0.54397 -1.48949
H 1.99622 1.66029 1.14524
H -1.08446 -1.89982 2.13726
H 2.68585 1.54322 -0.92101
H 0.21627 -1.16607 -0.47367
H -1.48287 0.23639 -1.69526
C 1.98186 0.73455 -0.67927
H -0.76820 0.95870 -0.71055
H 2.20051 -0.11312 1.35406
O -1.67798 -0.00290 -2.61236
C 0.06698 -1.09027 0.63233
*
```

Calculated values
SMILES: CCN(C)CC.O
Relative energy (zero: lowest compared OMol25 entry of this formula, charge and spin) in eV: 2.5335
Lowest unoccupied orbital energy in eV: 0.8854
HOMO level in eV: -8.89
Orbital gap in eV: 9.7775
DFT total energy in eV: -8963.825

Atomic partial charges in e from the natural (NBO) method, atoms 1 to 4: -0.651 0.199 -0.224 -0.442